Record 1
C3H8INOS in the gas phase in a non-equilibrium geometry. Source: OMol25; level of theory: wB97M-V/def2-TZVPD.

Geometry as ORCA input:
```
! wB97M-V def2-TZVPD RIJCOSX def2/J DEFGRID3
* xyz 0 1
C 0.30384 0.85150 -1.36271
C 1.12394 0.07242 0.90777
C 0.11442 -0.07076 -0.25430
N 0.09496 -1.44452 -0.51460
O -1.61827 -0.79420 1.62995
S -1.47385 0.50519 1.05468
I -3.79771 1.37633 0.67121
H -0.29932 0.74299 -2.25039
H 0.18530 1.91441 -0.94397
H 1.30079 0.73606 -1.66886
H 0.70924 -0.25880 1.92250
H 1.92761 -0.65663 0.74022
H 1.52332 0.97439 1.12309
H 0.42580 -2.16558 0.12457
H -0.52007 -1.78280 -1.17918
*
```

The value obtained for the energy relative to the best compared isomer or geometry (same formula, charge and spin) is 1.0536 eV. The HOMO-LUMO gap (alpha / beta) comes out at 7.25 / 7.25 eV. As for the total energy: -944.91087 a.u.

Atom charges from the Mulliken analysis, given in e for atoms 1 to 6: -1.220 -1.721 1.080 -0.470 -0.461 0.349

***

Record 2
A molecular structure, C3H8IOZn in a non-equilibrium geometry. Source: OMol25; level of theory: wB97M-V/def2-TZVPD.

Geometry as ORCA input:
```
! wB97M-V def2-TZVPD RIJCOSX def2/J DEFGRID3
* xyz 2 2
Zn -0.66691 4.93072 -2.52493
I -0.40680 2.16655 -2.61043
C -0.10063 -1.55691 -0.32188
C -0.37939 -0.49266 0.69303
C 0.94824 0.04649 1.27636
O -1.36907 0.35898 0.21958
H 0.38245 -1.24073 -1.24642
H -0.90983 -2.18686 -0.69127
H 0.48394 -2.31450 0.20007
H -0.79272 -1.12426 1.47938
H 1.62356 -0.69717 1.69946
H 0.84054 0.86484 1.98827
H 1.49402 0.58977 0.50494
H -1.14746 0.65574 -0.66610
*
```

The HOMO-LUMO gap (alpha / beta) comes out at 6.35 / 5.74 eV. As for the total energy: -2270.53069 a.u.

Atom charges from the Mulliken analysis, given in e for atoms 1 to 6: 0.890 0.240 -1.275 0.671 -1.120 -0.005

***

Record 3
2 unconnected molecules or ions with the total composition C3H8IP. Source: OMol25; level of theory: wB97M-V/def2-TZVPD.

Geometry as ORCA input:
```
! wB97M-V def2-TZVPD RIJCOSX def2/J DEFGRID3
* xyz 0 1
C -0.18669 -0.81078 -1.18337
C 0.08400 -0.91066 0.31262
C 1.16099 -0.05201 0.77343
P -0.72418 3.24641 2.29269
I -2.01750 1.25533 2.71558
H -0.99814 -1.47179 -1.46764
H -0.45748 0.20613 -1.45703
H 0.69710 -1.09046 -1.74964
H -0.84076 -0.63116 0.86158
H 0.27610 -1.94713 0.61411
H 1.62166 -0.19402 1.73467
H 1.50291 0.77556 0.17924
H -1.72602 3.81245 1.49594
*
```

The value obtained for the energy relative to the best compared isomer or geometry (same formula, charge and spin) is 3.4595 eV. The HOMO-LUMO gap (alpha / beta) comes out at 6.29 / 8.42 eV. As for the total energy: -758.04333 a.u.

Atom charges from the Mulliken analysis, given in e for atoms 1 to 6: -1.238 0.333 -0.999 -0.071 0.024 0.341

***

Record 4
A molecular structure, C3H8KN6O2SbSe4 in a non-equilibrium geometry. Source: OMol25; level of theory: wB97M-V/def2-TZVPD.

Geometry as ORCA input:
```
! wB97M-V def2-TZVPD RIJCOSX def2/J DEFGRID3
* xyz 0 1
K -0.70470 0.03724 -0.83887
N 2.69497 -0.90041 -0.98179
N 3.00612 -0.90917 0.38216
C 2.00586 -0.96147 1.29506
N 2.33435 -0.68389 2.55778
N 0.81184 -1.29442 0.81923
N -0.25601 -1.32740 1.63734
O -0.17794 -1.30693 2.85653
O -1.31997 -1.36927 1.03660
H 3.30033 -1.55896 -1.45593
H 2.84808 0.03759 -1.35261
H 3.82836 -0.38442 0.65693
H 3.21368 -0.23642 2.75045
H 1.60633 -0.69980 3.25510
Se -0.59726 3.04484 0.67870
Sb 1.26868 3.36798 -0.73618
Se 1.50849 5.85468 -1.02386
Se 0.62264 2.50966 -3.04152
Se 3.48374 2.48192 -0.66858
C -5.35376 -1.08987 -1.14083
C -4.06288 -0.67994 -1.62350
N -3.03390 -0.35289 -2.00667
H -6.13240 -0.53757 -1.66511
H -5.41442 -0.88438 -0.07338
H -5.48025 -2.15669 -1.31706
*
```

The value obtained for the energy relative to the best compared isomer or geometry (same formula, charge and spin) is 0.3052 eV. The HOMO-LUMO gap (alpha / beta) comes out at 6.11 / 5.93 eV. As for the total energy: -11043.97178 a.u.

Atom charges from the Mulliken analysis, given in e for atoms 1 to 6: 0.839 -0.424 -0.145 0.671 -0.342 -0.729

***

Record 5
A gas-phase ion, C3H8N (charge +1) in a non-equilibrium geometry. Source: OMol25; level of theory: wB97M-V/def2-TZVPD.

Geometry as ORCA input:
```
! wB97M-V def2-TZVPD RIJCOSX def2/J DEFGRID3
* xyz 1 1
C 1.11644 0.31436 -1.44742
N 0.54755 0.71306 -0.38388
C -0.77247 0.36675 0.20617
C -0.60396 -0.82805 1.13787
H 2.18388 0.43218 -1.56697
H 0.52658 -0.02726 -2.29167
H 1.14479 1.26858 0.22962
H -1.11147 1.24245 0.75329
H -1.36378 0.09881 -0.66768
H -1.57095 -1.18215 1.48645
H 0.08067 -0.73901 1.98046
H -0.17728 -1.65972 0.56375
*
```

Its structure (SMILES) is C=[NH+]CC. The value obtained for the energy relative to the best compared isomer or geometry (same formula, charge and spin) is 0.2808 eV. The HOMO-LUMO gap comes out at 11.82 eV. As for the total energy: -173.57242 a.u.

Atom charges from the Mulliken analysis, given in e for atoms 1 to 6: -0.077 -0.038 -0.288 -1.052 0.277 0.256

***

Record 6
A gas-phase ion, C3H8N (charge +1) in a non-equilibrium geometry. Source: OMol25; level of theory: wB97M-V/def2-TZVPD.

Geometry as ORCA input:
```
! wB97M-V def2-TZVPD RIJCOSX def2/J DEFGRID3
* xyz 1 1
C 0.75530 1.64622 -0.57533
C -0.20631 0.58935 -0.14700
C 0.03028 -0.70524 -0.21759
N -0.70612 -1.64979 0.69933
H 0.90438 2.26768 0.30656
H 0.38841 2.29314 -1.37533
H 1.70176 1.21996 -0.90706
H -1.15416 0.94560 0.26111
H 0.88095 -1.11585 -0.73668
H -0.83735 -1.14145 1.57098
H -0.13167 -2.48256 0.81540
H -1.62547 -1.86704 0.30562
*
```

Its structure (SMILES) is C/C=C/[NH3+]. The value obtained for the energy relative to the best compared isomer or geometry (same formula, charge and spin) is 0.3119 eV. The HOMO-LUMO gap comes out at 11.10 eV. As for the total energy: -173.57128 a.u.

Atom charges from the Mulliken analysis, given in e for atoms 1 to 6: -1.109 -0.133 -0.161 -0.299 0.313 0.322

***

Record 7
2 unconnected molecules or ions with the total composition C3H8N2 in a non-equilibrium geometry. Source: OMol25; level of theory: wB97M-V/def2-TZVPD.

Geometry as ORCA input:
```
! wB97M-V def2-TZVPD RIJCOSX def2/J DEFGRID3
* xyz -1 2
C 1.11968 2.67964 0.79008
N 1.06813 1.74937 -0.09025
H 1.97025 2.72213 1.46075
H 0.60436 3.56546 0.61560
H 0.15849 1.54254 -0.49282
C -0.84416 -1.73685 0.84728
C -0.43061 -1.53111 -1.39146
N -0.88801 -0.99329 -0.31921
H -0.42016 -1.18426 1.65943
H -0.17756 -2.66022 0.66291
H -1.84066 -2.13311 1.14013
H 0.33283 -1.07772 -2.09145
H -0.95780 -2.53748 -1.56373
*
```

The value obtained for the energy relative to the best compared isomer or geometry (same formula, charge and spin) is 2.8350 eV. The HOMO-LUMO gap (alpha / beta) comes out at 3.50 / 5.73 eV. As for the total energy: -228.44463 a.u.

Atom charges from the Mulliken analysis, given in e for atoms 1 to 6: -0.366 -0.426 0.240 0.249 0.248 -1.003

***

Record 8
A molecular structure, C3H8N2 in a non-equilibrium geometry. Source: OMol25; level of theory: wB97M-V/def2-TZVPD.

Geometry as ORCA input:
```
! wB97M-V def2-TZVPD RIJCOSX def2/J DEFGRID3
* xyz 0 1
C 1.86350 0.57315 -0.11710
C 0.59933 0.05543 0.48018
N -2.22860 0.37560 -0.00304
C -1.39549 -0.90229 -0.03670
N -0.11279 -1.08242 -0.15633
H 2.54879 1.09323 0.56467
H 2.54720 -0.31268 -0.45551
H 1.85214 1.05012 -1.09267
H 0.84397 -0.31291 1.45228
H -0.10415 0.93270 0.50704
H -3.10492 0.17096 -0.46058
H -1.23981 0.15392 -0.78068
H -2.06917 -1.79482 0.09845
*
```

The value obtained for the energy relative to the best compared isomer or geometry (same formula, charge and spin) is 5.3287 eV. The HOMO-LUMO gap comes out at 10.07 eV. As for the total energy: -228.45283 a.u.

Atom charges from the Mulliken analysis, given in e for atoms 1 to 6: -1.218 -0.138 -0.669 -0.023 -0.495 0.324

***

Record 9
C3H8N2 in the gas phase. Source: OMol25; level of theory: wB97M-V/def2-TZVPD.

Geometry as ORCA input:
```
! wB97M-V def2-TZVPD RIJCOSX def2/J DEFGRID3
* xyz 0 1
C 0.69829 -1.53490 1.13904
C -0.13137 -0.57286 0.31534
N 0.42732 0.76087 0.38989
C 0.08027 1.65919 -0.41715
N -0.91153 1.55544 -1.44280
H 0.40544 -1.45626 2.18032
H 1.74478 -1.26467 1.04204
H 0.51047 -2.56510 0.83917
H -1.17991 -0.55674 0.63091
H -0.12730 -0.90761 -0.72570
H 0.58689 2.61778 -0.39930
H -1.63575 0.89054 -1.21740
H -0.46761 1.37432 -2.33435
*
```

Its structure (SMILES) is CC/N=C\N. The value obtained for the energy relative to the best compared isomer or geometry (same formula, charge and spin) is 1.5418 eV. The HOMO-LUMO gap comes out at 10.42 eV. As for the total energy: -228.59200 a.u.

Atom charges from the Mulliken analysis, given in e for atoms 1 to 6: -1.143 -0.363 -0.434 0.025 -0.577 0.273